[1]
C9H9N3O2 | ωB97M-V/def2-TZVPD

- orbital gap (eV) = 6.46
- LUMO energy (Eh) = -0.0006
- E_HOMO (eV) = -6.477
- multiplicity = 1

Last column: Mulliken charge in e.
CARTESIAN COORDINATES (ANGSTROEM)
C 0.9401 0.9006 0.1766  -0.29
C -0.4201 1.1138 0.4299  -0.38
C -1.2944 0.8606 -0.6319  -0.71
C -0.7774 0.4679 -1.8664  -0.46
C 0.5911 0.2992 -2.0099  -0.40
C -0.3127 -0.9117 -0.6288  -0.06
C 1.1645 -1.0991 -0.1816  0.10
C 1.4500 -0.7781 1.0431  -0.82
C -0.9067 -0.3136 1.7990  0.16
H 1.6705 1.1001 0.9904  0.76
H -0.7596 1.5573 1.3713  0.84
H -2.3368 1.0869 -0.5928  0.52
H -1.4051 0.2532 -2.7084  0.55
H 1.0355 -0.0029 -2.9687  0.37
H -2.1228 -0.9656 0.1011  0.51
H 1.8721 -1.1576 -0.9813  0.52
H 2.5049 -0.8275 1.3946  0.36
H 0.8780 0.0822 2.7725  0.20
N 1.4314 0.4720 -0.9801  -0.71
N -1.1095 -0.5428 0.4644  0.09
N 0.5239 -0.1244 1.8810  -0.02
O -0.9583 -1.1887 -1.6061  -0.51
O -1.6585 -0.2818 2.7321  -0.61



[2]
C2HF4IO | ωB97M-V/def2-TZVPD

- SMILES = OC(F)(F)C(F)(F)I
- orbital gap (eV) = 10.44
- LUMO energy (Eh) = 0.0038
- E_HOMO (eV) = -10.334
- multiplicity = 1

Last column: Mulliken charge in e.
CARTESIAN COORDINATES (ANGSTROEM)
O 1.0282 0.1487 1.0815  -0.47
C 0.1137 -0.5262 0.2484  0.71
F -0.7131 -1.1837 1.0275  -0.25
F 0.7130 -1.4318 -0.5401  -0.26
C -0.5043 0.5325 -0.7095  0.24
F 0.4083 0.6525 -1.6441  -0.18
F -1.6878 -0.0836 -1.1435  -0.23
I -0.8015 2.4637 0.0861  0.14
H 1.4435 -0.5722 1.5936  0.31



[3]
C13H17N3O2S | ωB97M-V/def2-TZVPD

- SMILES = C=CCNC(=S)NNC(=O)c1ccc(OCC)cc1
- orbital gap (eV) = 9.14
- LUMO energy (Eh) = 0.0257
- E_HOMO (eV) = -8.445
- multiplicity = 1

Last column: Mulliken charge in e.
CARTESIAN COORDINATES (ANGSTROEM)
C 4.0766 -4.3376 -3.9927  -0.79
C 3.1823 -3.5459 -3.4334  0.19
C 1.9420 -3.0590 -4.1304  -0.76
N 0.7332 -3.4158 -3.4135  -0.12
C 0.2997 -2.8567 -2.2646  0.26
S -0.9917 -3.5087 -1.4441  -0.56
N 0.9548 -1.7844 -1.7707  -0.07
N 0.3891 -1.0641 -0.7241  -0.21
C 0.6223 0.2759 -0.6931  0.49
O 1.4116 0.7654 -1.4914  -0.77
C -0.0609 1.0438 0.3657  0.60
C -1.0475 0.5258 1.1994  -0.82
C -1.6447 1.3149 2.1646  -0.52
C -1.2663 2.6475 2.3190  0.83
O -1.7813 3.5015 3.2310  -0.39
C -2.7801 3.0464 4.1257  -0.26
C -3.1466 4.2081 5.0355  -1.43
C -0.2799 3.1732 1.4776  -0.42
C 0.3071 2.3836 0.5195  -0.75
H 4.9533 -4.6686 -3.4637  0.26
H 3.9767 -4.6773 -5.0109  0.26
H 3.2934 -3.2160 -2.4097  0.28
H 1.8746 -3.4953 -5.1290  0.42
H 1.9796 -1.9686 -4.2397  0.21
H 0.3359 -4.3234 -3.6055  0.25
H 1.5406 -1.1691 -2.3348  0.32
H -0.3989 -1.5578 -0.3102  0.20
H -1.3749 -0.4989 1.1116  0.27
H -2.4078 0.8810 2.7913  0.39
H -2.3978 2.2050 4.7195  0.36
H -3.6625 2.7102 3.5643  0.36
H -3.5173 5.0402 4.4435  0.33
H -3.9150 3.8988 5.7381  0.42
H -2.2704 4.5385 5.5864  0.33
H 0.0024 4.2063 1.6033  0.43
H 1.0684 2.7809 -0.1344  0.41



[4]
C11H14BBeN7S | ωB97M-V/def2-TZVPD

- orbital gap (alpha / beta) (eV) = 5.65 / 5.65
- LUMO energy (alpha / beta) (Eh) = -0.0688 / -0.0688
- E_HOMO (alpha / beta) (eV) = -7.527 / -7.526
- multiplicity = 1

Last column: Mulliken charge in e.
CARTESIAN COORDINATES (ANGSTROEM)
H 1.8236 -3.0824 1.4030  0.51
N 0.2064 -2.0061 0.4919  -0.08
B -1.3674 -1.2666 -1.4638  0.21
N -0.4945 -2.2697 -0.6865  0.38
C -0.3166 -3.5532 -1.0335  -0.08
Be -0.1039 -0.7705 1.5972  -0.40
H -0.8807 -3.9971 -1.8404  0.44
C 0.6349 -4.0949 -0.1904  -0.89
H 0.9722 -5.1145 -0.2287  0.39
C 1.0151 -3.0828 0.6850  -0.11
H -2.1064 -1.7631 -2.2651  -0.11
C 2.2997 3.8969 1.9667  -1.03
H 2.6084 4.5653 2.7606  0.34
H 1.5451 3.2433 2.4483  0.20
H 1.9215 4.5002 1.1338  0.29
N -0.4843 -0.1811 -2.2652  0.23
N -2.0923 -0.6245 -0.2504  0.37
N 0.4757 0.4775 -1.5492  -0.50
N -1.4686 -0.2081 0.9167  0.05
C -0.4543 0.2779 -3.5487  -0.34
C -3.3984 -0.3607 -0.1517  -0.09
H -1.1189 -0.1319 -4.2846  0.45
H -4.0651 -0.6816 -0.9242  0.46
C 0.5327 1.2721 -3.6270  -0.84
C -3.6102 0.3303 1.0334  -1.03
C 1.0788 1.3598 -2.3220  -0.16
C -2.3803 0.4621 1.6641  0.00
H 0.8379 1.8536 -4.4613  0.40
H -4.5461 0.6787 1.3898  0.40
H 1.8548 1.9904 -1.9090  0.47
H -2.0625 1.0054 2.5493  0.50
H 3.1329 3.2797 1.8085  0.20
S 2.5949 0.9501 2.4809  -0.36
C 3.4206 1.4415 3.8068  0.27
N 3.9956 1.6039 4.8659  -0.54



The following relative energy (zero: lowest compared OMol25 entry of this formula, charge and spin) values (in kcal/mol) correspond, in order, to the records above: 481.3 0.0 60.7 52.1.
The following calculated total energy values (in eV) correspond, in order, to the records above: -18024.881 -23107.958 -33156.658 -33977.364.